{"formula": "C3H4Cl2", "method": "ωB97M-V/def2-TZVPD", "species": ["C", "C", "C", "Cl", "Cl", "H", "H", "H", "H"], "coordinates": [[-1.0857, 0.5336, -0.3730], [0.3101, 0.2275, -0.5986], [1.0314, -0.6602, 0.7036], [0.9164, 0.2288, 2.1899], [0.2629, -2.2003, 0.7886], [-1.2103, 1.3556, 0.4103], [-1.7947, -0.0525, -1.0084], [0.4940, -0.4866, -1.4017], [1.0759, 1.0541, -0.7108]], "e_tot_ev": -28216.579, "relative_energy_kcal_mol": 82.6, "orbital_gap_ev": [7.76, 8.42]}

***

{"formula": "C3H4Cl2", "method": "ωB97M-V/def2-TZVPD", "species": ["C", "C", "C", "H", "H", "H", "H", "Cl", "Cl"], "coordinates": [[-0.2365, 0.0228, -0.1828], [0.5338, 1.2675, 0.5671], [0.2668, 2.3771, -0.2067], [-0.9178, 0.3322, -0.9677], [1.2404, 0.7451, 1.2462], [-0.1456, 2.1184, -1.3257], [0.6227, 3.3371, -0.0511], [1.1284, -0.8210, -0.7886], [-1.3746, -0.8577, 0.7906]], "e_tot_ev": -28218.320, "relative_energy_kcal_mol": 42.4, "orbital_gap_ev": 10.69, "smiles": "C=CC(Cl)Cl"}

***

What did the second record say?
{"formula": "C3H4Cl2", "method": "ωB97M-V/def2-TZVPD", "species": ["C", "C", "C", "H", "H", "H", "H", "Cl", "Cl"], "coordinates": [[-0.2365, 0.0228, -0.1828], [0.5338, 1.2675, 0.5671], [0.2668, 2.3771, -0.2067], [-0.9178, 0.3322, -0.9677], [1.2404, 0.7451, 1.2462], [-0.1456, 2.1184, -1.3257], [0.6227, 3.3371, -0.0511], [1.1284, -0.8210, -0.7886], [-1.3746, -0.8577, 0.7906]], "e_tot_ev": -28218.320, "relative_energy_kcal_mol": 42.4, "orbital_gap_ev": 10.69, "smiles": "C=CC(Cl)Cl"}